Entry 1:
Entry from the OMol25 dataset: a 5-piece molecular cluster, C39H84ClO8PS2 overall (ωB97M-V/def2-TZVPD).

Structure (ORCA input):
```
! wB97M-V def2-TZVPD RIJCOSX def2/J DEFGRID3
* xyz 0 1
Cl 2.3153 -3.3113 -3.2528
S 6.5282 -2.4496 0.5768
S 4.8722 -4.7052 2.8716
P 4.2067 -4.5665 1.0646
O 2.7806 -5.3549 1.0071
O 5.1654 -5.3659 0.0473
O 7.2868 -3.5678 1.0058
O 5.6749 -1.7394 1.7797
O 7.3928 -1.5914 -0.1653
O 0.2946 0.9946 2.0999
O -0.2537 -0.2573 0.3149
O 5.2951 -2.7475 -0.4758
C -0.6939 7.0486 -3.8312
C 1.0103 -4.0633 -1.0095
C 4.2210 -0.1865 0.6444
C -2.1180 6.5125 -3.9340
C -6.3774 7.5871 -3.4394
C -8.7973 9.1320 -4.6966
C 0.3689 5.9503 -3.8388
C 1.6091 -4.9566 5.6316
C -2.1164 -2.9970 -3.3453
C 5.3988 0.7738 0.9219
C -4.5787 -5.7722 -2.7233
C 0.8931 1.7622 -0.1030
C 3.1373 -1.7257 2.2997
C -4.7832 -4.3017 -2.3734
C -4.9635 8.9332 -1.7982
C 0.0462 -0.1431 2.9467
C 1.1934 -8.6979 5.4886
C -6.3087 8.5763 -4.6043
C -3.2875 -3.3629 -4.2560
C -7.3747 9.6716 -4.5905
C 4.3199 -1.6158 1.2962
C 1.9197 -1.1325 4.4154
C 0.9281 0.0355 4.2297
C -2.2106 -1.5850 -2.7744
C 0.3901 5.6051 -1.2817
C 4.0727 -2.8305 0.3511
C 3.2254 -0.8465 3.5684
C 1.5447 -9.6688 6.6110
C 2.4521 -3.7506 -1.4915
C 1.7140 6.3203 -1.0327
C 5.4977 1.3066 2.3676
C -4.6588 -3.3692 -3.5780
C 3.0820 -7.0092 5.9872
C 2.3984 -7.9175 4.9643
C 0.2533 0.7043 0.7866
C 0.2965 4.9687 -2.6681
C -6.2850 8.2148 -2.0490
C 2.1793 -5.9568 6.6310
C 2.9630 -2.5251 -0.6858
H 0.2745 4.8171 -0.5321
H 0.7420 -5.1125 -1.1642
H -4.8236 9.7723 -2.4820
H 1.4837 -2.1130 4.1915
H 3.9186 -6.5041 5.4936
H 1.1058 4.2388 -2.7787
H 2.7651 -5.4098 7.3749
H -2.3752 5.8820 -3.0808
H 0.1304 2.5395 -0.2685
H 3.1410 -8.6262 4.5829
H 1.4362 1.0045 4.1623
H -1.1914 -3.0771 -3.9238
H -4.9154 -2.3531 -3.2644
H 0.7625 -9.2647 4.6586
H -4.7129 -6.3950 -1.8369
H 1.9330 -9.1490 7.4883
H 3.3977 -1.8341 -1.4159
H 0.9690 -5.4439 4.8929
H 3.5265 -7.6203 6.7781
H -5.4104 -3.6503 -4.3230
H -8.9256 8.5510 -5.6125
H 1.1719 1.3576 -1.0757
H -4.1214 8.2474 -1.9170
H -0.5083 7.7123 -4.6800
H -6.3974 7.4213 -1.3049
H -0.4385 6.3007 -1.1230
H -4.9345 9.3284 -0.7812
H 4.0971 -0.2132 -0.4462
H 6.4381 1.8634 2.4881
H 3.0989 -4.6300 -1.4506
H -0.6335 4.3951 -2.7300
H 1.3578 6.4172 -3.8629
H 1.3626 -6.4366 7.1778
H -0.5972 7.6651 -2.9330
H 1.0051 -4.2077 6.1485
H -5.5657 6.8608 -3.5551
H -3.5751 -5.9603 -3.1082
H 2.2938 -10.3913 6.2801
H -2.0288 -3.7188 -2.5276
H 1.7435 6.7224 -0.0185
H 0.2592 0.0828 5.1007
H -9.5141 9.9548 -4.7180
H 0.3417 -1.0935 2.4983
H 2.5555 5.6328 -1.1457
H -2.2480 5.9271 -4.8469
H 0.6583 -10.2236 6.9232
H 1.7144 2.2808 0.4068
H -5.3210 9.0467 -4.6257
H -7.3050 7.0109 -3.5044
H 2.8532 -5.9873 1.7459
H 2.9168 -2.7472 2.6314
H -5.7824 -4.1800 -1.9460
H -7.1910 10.3409 -5.4354
H 3.2123 0.2237 3.3640
H 2.2499 -1.3826 1.7499
H -1.0031 -0.1645 3.2584
H 3.3077 0.2939 1.0238
H 0.4134 -8.0103 5.8278
H 6.3774 0.3858 0.6282
H 4.6931 2.0127 2.6092
H 1.0306 -3.9260 0.0826
H -7.1162 8.9064 -1.8856
H -2.8304 7.3395 -3.9599
H -3.0952 -4.3444 -4.6994
H 2.2322 -1.1236 5.4689
H 2.0832 -7.3215 4.1009
H -5.3015 -6.0974 -3.4747
H 0.2811 -3.3524 -1.4063
H -3.0911 -1.4627 -2.1410
H -4.0773 -4.0083 -1.5913
H 1.8578 7.1548 -1.7208
H 2.0861 -2.0206 -0.2674
H -6.3912 8.0132 -5.5397
H -1.3342 -1.3608 -2.1627
H 5.2251 1.6535 0.2806
H 0.2848 5.3819 -4.7707
H -7.2797 10.2830 -3.6888
H -2.2581 -0.8442 -3.5760
H -9.0527 8.4957 -3.8477
H 5.5534 0.4714 3.0730
H -3.3192 -2.6580 -5.0932
H 2.4118 -4.4361 5.1029
H 5.7179 -5.9735 0.5674
H 4.0745 -1.1862 4.1716
*
```

Properties
HOMO energy = -9.37 eV
energy above the lowest of the compared OMol25 structures with the same formula, charge and spin = 0.0 kcal per mole
electronic energy = -101668.965 eV

=====

Entry 2:
Entry from the OMol25 dataset: a 5-piece molecular cluster, C39H85BrO18S6 overall (ωB97M-V/def2-TZVPD).

Structure (ORCA input):
```
! wB97M-V def2-TZVPD RIJCOSX def2/J DEFGRID3
* xyz 0 1
Br -3.0561 -5.8248 3.4598
S -2.5228 1.1610 5.0401
S 2.2991 3.5311 -6.5673
S 5.0035 9.2760 -0.9538
S -1.9084 -3.5941 5.4969
S 1.2417 -1.7573 -5.2429
S -1.6754 -10.9398 5.9395
O -1.1596 -4.7567 5.8196
O -2.4050 1.1154 6.4514
O -0.9249 -9.5952 5.5606
O 4.8217 7.8617 -0.8606
O 1.5010 4.6385 -6.9935
O 3.8752 10.1437 -1.0701
O 2.4816 -2.0151 -6.1971
O -1.4754 -2.4030 6.1469
O -3.4794 -3.7883 5.8785
O 6.0246 9.5825 -2.1329
O -1.9216 -10.9675 7.3454
O 1.0679 -2.8806 -4.3811
O 2.5478 2.5765 -7.8206
O -2.7431 -11.1495 5.0119
O 3.5435 3.7520 -5.9013
O 1.3322 -0.4370 -4.7047
O -1.6208 0.3083 4.3255
O -2.3105 2.6404 4.5619
C 0.7362 -3.3184 3.7077
C -4.2376 -2.8787 5.0808
C -3.0798 -3.7800 1.5292
C -0.4870 1.1677 -1.0032
C -5.5346 -1.0053 3.4296
C 4.6299 9.7777 -4.1540
C -0.6445 4.6056 -1.6305
C -1.8849 3.7739 -1.2951
C -2.0421 2.6458 -2.3061
C 6.0210 9.8314 0.3694
C -2.1181 -7.8185 6.7810
C -4.4962 -3.4001 3.6695
C 3.8064 -1.7987 -5.6564
C -1.8970 -3.2387 3.6975
C 1.8460 6.4456 0.5909
C 3.0945 3.1719 -9.0153
C -0.0281 -0.3035 -1.0279
C 0.7066 -2.2048 0.4114
C 0.3866 -0.7108 0.3768
C -4.5872 -3.8122 -0.4925
C 1.6771 -2.6664 1.4938
C -4.2816 -0.1374 3.3221
C -0.3422 5.7893 -0.7185
C -0.6060 -3.7772 3.1128
C 3.1894 5.7022 0.7413
C 4.5800 3.4529 -8.8985
C 1.1675 6.1325 -0.7431
C 1.3284 2.4105 -5.6261
C -0.3493 -12.0370 5.5706
C 1.4413 -2.1921 2.9324
C -5.4124 -2.4282 2.8883
C -1.7171 -8.3876 5.4366
C -4.2257 -4.5261 0.8091
C -0.8057 1.7661 -2.3773
C 5.7320 9.0261 -3.4335
C 4.2478 -2.9179 -4.7344
C -4.1814 0.6898 4.6029
C -0.0051 -1.7899 -6.4833
C -3.1610 -3.8552 3.0400
H -1.0872 -7.6763 4.9077
H 0.7652 -0.4558 -1.7482
H 1.2197 -0.1292 0.7606
H -2.1611 -4.1789 1.1366
H -5.2008 -2.3605 1.8306
H -0.1428 -11.9923 4.5056
H -0.9630 -1.7047 -5.9758
H 1.4061 -4.1674 3.6302
H 6.6609 9.1010 -3.9942
H -0.9331 0.9650 -3.0943
H 3.6727 9.6564 -3.6499
H 4.5270 9.4052 -5.1730
H 6.8934 9.1882 0.4350
H 5.4936 7.9661 -3.3362
H -2.5911 -8.5810 4.8115
H -4.7830 -2.7710 -0.2658
H 0.2153 3.9513 -1.6757
H 2.4058 -2.0527 3.4045
H 4.9755 3.7850 -9.8584
H -1.2449 -7.6920 7.4189
H 3.1551 4.9410 1.4953
H -0.6566 5.5646 0.2982
H -2.7387 4.4370 -1.4128
H -2.2772 3.0868 -3.2708
H -3.7421 -1.9160 5.0911
H -3.3768 -0.6812 3.0965
H -4.4208 0.5576 2.5040
H -2.8753 2.0003 -2.0396
H 2.5368 4.0754 -9.2660
H 1.6353 -3.7500 1.5520
H -6.2988 -0.5394 2.8166
H -5.2053 -2.7570 5.5427
H 6.3053 10.8625 0.1810
H -0.9036 -0.8872 -1.3003
H -2.8099 -8.4827 7.2985
H -1.9034 -2.1551 3.6380
H 4.7791 4.2293 -8.1620
H -2.4161 2.6982 3.5998
H 1.8880 1.4963 -5.4785
H 0.1461 -0.9506 -7.1564
H -0.6305 -4.8568 3.1135
H -6.4225 -2.8134 2.9589
H 5.1153 2.5580 -8.5828
H 4.4641 -1.7463 -6.5206
H 4.1382 -3.8840 -5.2254
H -1.9481 3.4029 -0.2763
H -0.5812 -3.4805 2.0774
H 1.7382 5.3511 -1.2235
H 2.6764 -2.4399 1.1466
H 3.8476 -0.8300 -5.1561
H -0.8530 5.0133 -2.6142
H 0.3217 1.7140 -0.5230
H 0.0165 2.4042 -2.6753
H 2.9150 2.4478 -9.8071
H 5.2904 -2.7785 -4.4500
H -3.8636 -5.5229 0.5953
H 3.6485 -2.9432 -3.8258
H -5.4712 -4.2687 -0.9124
H -5.0531 -4.3116 3.8116
H 1.1278 2.8793 -4.6662
H -5.0901 -4.6404 1.4491
H 3.4853 5.2132 -0.1771
H 0.9270 -1.2412 3.0472
H 1.2173 6.1318 1.4195
H -4.5945 0.1902 5.4630
H 4.8505 10.8441 -4.1846
H -0.4627 -0.4966 1.0261
H 1.1826 -2.3999 -0.5464
H 0.4004 2.2205 -6.1577
H 2.0300 7.5009 0.7370
H -3.7420 -3.8701 -1.1647
H 5.4279 9.7635 1.2782
H -0.1906 -2.8132 0.3962
H -0.8906 6.6663 -1.0309
H 0.0579 -2.7353 -7.0138
H 3.9817 6.3733 1.0325
H 1.2602 7.0275 -1.3474
H -0.6718 -13.0355 5.8551
H 0.5186 -11.7410 6.1524
H -3.2009 -2.7344 1.2561
H -5.9463 -1.0002 4.4252
H -1.3261 1.2403 -0.3195
H -2.6025 -6.8537 6.6475
H -4.7408 1.6043 4.4453
H 0.6911 -3.0778 4.7603
*
```

Properties
HOMO energy = -10.07 eV
electronic energy = -213727.810 eV